# 1
90
Properties=species:S:1:pos:R:3 method="wB97M-V/def2-TZVPD" homo_ev="-12.162 / -12.172" homo_lumo_gap_ev="6.79 / 6.80" e_lumo_ev="-5.4 / -5.4" e_above_lowest_kcal_mol=58.50 fmax_ev_per_a=3.51 spin_multiplicity=3 charge=+2
I -8.54521 -15.37727 -1.99482
I -11.23199 -13.96943 3.07030
Te -20.28214 -9.64223 -2.86074
As -20.75452 -8.38938 -0.61345
As -13.49933 -8.21718 -1.54066
V -14.57303 -11.86209 -0.12758
P -16.16997 -14.58716 0.05829
O -15.71092 -13.31945 -0.73079
O -13.15607 -12.46231 0.95357
N -13.13917 -12.28921 -1.70786
C -17.15583 -9.34699 1.26057
C -12.14111 -13.03343 0.31363
C -10.24481 -14.44426 0.15815
C -16.34577 -10.30639 0.68723
C -10.11342 -14.27835 -1.18451
C -18.28273 -13.15970 3.12306
C -17.99967 -13.87564 2.01404
C -18.54794 -10.56948 -2.14224
C -14.79461 -15.74383 0.07914
C -19.60362 -15.19906 -2.10451
C -19.23298 -17.11374 -0.71412
C -14.51710 -16.53158 1.22094
C -15.76646 -7.59614 0.32219
C -12.14362 -8.90803 -0.30128
C -11.03302 -13.17686 -3.25731
C -14.98597 -8.60288 -0.36647
C -16.65916 -14.11555 1.72830
C -19.50940 -7.94795 -4.03470
C -16.85289 -8.00052 1.18518
C -12.67437 -17.54454 0.02956
C -12.88397 -16.70029 -1.05184
C -17.61144 -15.35352 -0.71613
C -15.25313 -9.99410 -0.13643
C -12.04552 -12.90834 -1.12633
C -18.37937 -14.69479 -1.71046
C -15.69682 -13.84936 2.72324
C -22.45521 -7.54137 -1.16043
C -11.23119 -13.78080 0.94727
C -17.32705 -12.78349 4.05342
C -15.99184 -13.14312 3.84690
C -14.01821 -15.83799 -1.01716
C -12.02903 -12.42275 -3.81167
C -13.11498 -11.98307 -3.00691
C -20.08601 -16.39627 -1.57203
C -19.71879 -6.73007 -0.80714
C -18.01235 -16.58331 -0.25355
C -11.01201 -13.44121 -1.90228
C -13.41735 -17.35096 1.18679
C -13.34510 -6.31081 -1.24409
H -15.23251 -12.95290 4.64191
H -18.65527 -6.91538 -0.85431
H -22.53317 -7.19078 -2.16686
H -19.47710 -18.13289 -0.40450
H -21.00480 -16.81671 -1.90482
H -15.49106 -6.58658 0.33033
H -18.26222 -11.29385 -2.88777
H -10.26447 -13.49880 -3.96614
H -14.64512 -14.16543 2.61503
H -12.01515 -9.97033 -0.40764
H -19.15590 -8.34571 -4.98655
H -18.64438 -11.17360 -1.21546
H -22.51298 -6.71478 -0.43502
H -12.52403 -8.79246 0.71056
H -13.15575 -17.93658 2.03188
H -18.05266 -9.55916 1.87350
H -14.35770 -5.88644 -1.44090
H -11.18486 -8.38410 -0.43413
H -16.70753 -11.38304 0.76649
H -20.44478 -7.32954 -4.08848
H -20.09653 -14.61854 -2.83313
H -13.93238 -11.37137 -3.41742
H -11.74834 -18.13643 -0.09256
H -17.44431 -7.34331 1.74581
H -15.08888 -16.38809 2.11165
H -19.34870 -13.03801 3.31148
H -18.05044 -13.66839 -2.02312
H -18.76138 -7.48774 -3.38987
H -14.06867 -15.13055 -1.80774
H -13.13265 -6.16316 -0.23572
H -17.42951 -17.08339 0.48288
H -19.94067 -6.16788 0.09262
H -12.28467 -16.73679 -1.89437
H -12.58649 -5.92561 -1.83882
H -23.22295 -8.26462 -0.89444
H -18.82071 -14.09651 1.39573
H -12.07918 -12.20245 -4.85418
H -17.78175 -9.83981 -1.97728
H -17.61833 -12.34661 4.98348
H -9.60724 -15.13076 0.68959
H -20.08231 -6.06130 -1.62888


# 2
90
Properties=species:S:1:pos:R:3 method="wB97M-V/def2-TZVPD" homo_ev=-4.742 homo_lumo_gap_ev=4.76 e_lumo_ev=0.0 fmax_ev_per_a=1.16 spin_multiplicity=1 charge=0
Br -0.34718 -0.41403 4.26186
Na -0.32988 0.54407 0.16226
O 3.52542 -3.84893 4.19106
N 0.95092 -1.39823 2.07936
N -2.63868 0.39777 -1.26634
N -0.06318 2.45837 -1.66124
N 1.04952 1.59927 1.69886
N -2.05648 -1.81013 1.81536
N -1.74778 2.00307 1.11476
N -0.76068 -1.95323 -0.56424
C -3.36548 -1.21423 -2.86894
C -0.14688 -2.02493 -1.72954
C -0.13898 -3.16263 -2.54024
C 0.41152 2.68047 2.14256
C 3.74652 1.02467 -3.44144
C -3.05548 1.52847 1.56876
C -2.63918 -5.33343 0.93816
C -1.37508 -4.29643 -0.82444
C 1.09762 3.77067 2.68136
C 4.38682 0.77487 -1.03564
C 3.13122 2.59407 2.31956
C -1.80548 3.00027 0.03576
C 0.95072 -1.46693 3.39556
C 1.83022 -2.15453 1.44146
C -4.71948 -0.71073 -0.97304
C 0.01222 4.62197 -0.58634
C -3.77268 0.23617 -0.59244
C -4.10008 1.22097 0.49466
C 0.03962 3.18017 -2.90164
C -1.38618 -3.06423 -0.11454
C 0.51182 4.44597 -2.90874
C 3.32662 0.43037 -2.08824
C 2.70552 -3.05013 3.47756
C 0.66912 5.14477 -1.69174
C 2.36862 1.57587 1.77636
C 2.47262 3.73187 2.76946
C 2.72152 -2.99653 2.07756
C 1.06452 1.71817 -1.54074
C -0.48598 3.33127 -0.58494
C -2.07888 -2.99213 1.12496
C 3.24272 -1.09633 -2.20534
C -0.74258 -4.31123 -2.08524
C -1.98938 -5.43093 -0.26744
C -2.45158 -0.29943 -2.37544
C -1.07858 2.60897 2.25316
C -2.70228 -4.12163 1.62286
C 2.03192 1.01987 -1.73904
C 1.79672 -2.24553 4.16176
C -4.51518 -1.44223 -2.12894
H 0.33772 -3.13113 -3.50974
H -1.93478 -6.37303 -0.79634
H 4.07872 -4.37893 3.60506
H -2.88288 0.62957 2.16756
H 3.86212 2.10277 -3.36284
H 4.69242 0.59127 -3.76174
H -0.18098 5.26437 0.26356
H -3.18938 -1.72053 -3.80584
H 4.34952 1.82987 -0.77794
H 0.55002 4.63087 3.03636
H 0.36062 -1.11893 -2.03524
H -1.29098 2.01217 3.14476
H 3.02082 4.55957 3.19696
H -0.75938 -5.21753 -2.67644
H 4.20312 2.50477 2.38846
H 3.40532 -3.60743 1.50466
H -5.26248 -2.14513 -2.46524
H -3.23198 -4.05953 2.56326
H -3.52388 2.27517 2.23786
H -1.83828 -1.00463 1.24966
H -2.42818 2.59367 -0.76114
H 1.76462 -2.25303 5.23886
H 4.23682 -1.51233 -2.36814
H -1.47138 3.62277 2.43516
H -5.61958 -0.84763 -0.39054
H -3.11718 -6.20303 1.36256
H -2.26418 3.93117 0.41206
H 0.67842 4.95717 -3.84574
H 1.09742 6.13277 -1.67534
H 2.60342 -1.39173 -3.03394
H -1.53998 -0.07553 -2.90814
H -4.35848 2.15777 -0.00844
H -2.74218 -1.68773 2.54116
H -5.00718 0.88857 1.00776
H 2.99382 0.82057 -4.19974
H -0.20258 2.61927 -3.79294
H 4.22572 0.19167 -0.13144
H 5.37712 0.54107 -1.42294
H 1.78942 -2.08013 0.36556
H 2.83812 -1.52383 -1.28954
H 2.83002 0.67097 1.40906


# 3
85
Properties=species:S:1:pos:R:3 method="wB97M-V/def2-TZVPD" homo_ev="-13.714 / -13.711" homo_lumo_gap_ev="6.52 / 7.37" e_lumo_ev="-7.2 / -6.3" fmax_ev_per_a=1.64 spin_multiplicity=3 charge=+2
Pr -1.03804 0.67584 0.25781
Cl -0.08078 2.12129 -1.64661
P -1.76706 -1.37516 -1.77543
P -0.27153 -2.32925 1.25773
P 1.80841 1.39147 1.45232
C 4.15518 2.06246 -1.78917
C 3.49929 3.50572 0.51796
C 1.18753 2.77261 2.46316
C -1.01883 -1.32697 2.63364
C -0.00959 3.36492 2.01687
C -3.82289 -0.02161 -3.19945
C -2.34965 -3.03037 -1.28987
C 3.35684 1.47473 -0.81213
C -1.49619 -2.69972 -4.28972
C 1.56706 -2.30342 1.47762
C 4.29997 4.09050 -0.46728
C 0.17821 -1.99184 -5.89792
C -3.83292 0.13812 -0.75161
C 2.24636 -0.02100 3.80089
C -1.68395 -5.21541 -0.49649
C 2.89708 -1.00230 4.54492
C 1.77518 3.18243 3.67227
C -5.44684 1.37917 -2.07571
C -4.91226 0.84953 -3.25734
C -0.14980 4.57766 4.10195
C 2.86905 0.53232 2.66377
C -3.64403 -3.25527 -0.81176
C 1.11157 4.10658 4.48242
C 4.88242 -0.71144 3.20244
C -0.84151 -2.86799 -5.51558
C 0.52472 -0.91799 -5.06674
C -1.37046 -4.03299 -1.15345
C 4.62638 3.37387 -1.62011
C 3.01008 2.20268 0.34169
C -0.72145 4.18946 2.88823
C 4.21833 0.23101 2.41291
C -3.94547 -4.43808 -0.14028
C -0.47200 -3.90604 2.18067
C -3.27450 -0.37022 -1.95356
C -1.12663 -1.64834 -3.43311
C -4.90053 1.04436 -0.83270
C -0.14188 -0.73515 -3.86140
C -2.96856 -5.41849 0.01263
C 4.21791 -1.35025 4.24468
H -0.75087 -1.75561 3.60040
H 2.36836 -1.51030 5.35000
H -2.20983 3.78253 -0.84614
H 0.09750 0.12413 -3.23448
H 0.70876 -2.15241 -6.83522
H -0.34838 -3.83198 -1.45971
H -6.30623 2.05525 -2.13005
H -0.34817 3.24875 0.97063
H -3.19541 -6.33234 0.56090
H -3.55297 -0.25504 0.24831
H -1.12464 -3.69789 -6.16643
H 0.18306 -3.78363 3.05865
H 4.41461 1.49679 -2.68681
H 2.96998 0.46366 -0.95019
H 3.24604 4.06193 1.41868
H -2.28603 -3.39027 -3.99156
H 4.72817 -2.11111 4.83496
H 1.94762 -3.18978 0.92221
H -0.74709 -0.25558 2.67264
H 1.57997 4.43710 5.41120
H -5.34460 1.11871 -4.22349
H 4.74928 0.74039 1.61236
H 2.73584 2.76035 3.97956
H 1.32396 -0.23086 -5.36126
H -1.51388 -4.03401 2.50217
H 1.22616 0.24633 4.05326
H -4.42002 -2.51658 -0.99293
H -2.78746 4.00427 -0.39819
H -0.89892 -5.94634 -0.30828
H -1.72004 4.52676 2.59971
H -3.39256 -0.43461 -4.11215
H 5.92499 -0.94797 2.98866
H 4.66269 5.10884 -0.33049
H -4.95406 -4.59950 0.24271
H 2.07194 -1.41860 1.06081
H -2.11836 -1.46167 2.57901
H 5.25742 3.83043 -2.38473
H -0.67897 5.26246 4.76073
H -5.29383 1.48048 0.09298
H 1.86998 -2.38186 2.53673
H -0.15830 -4.78366 1.60838


# 4
106
Properties=species:S:1:pos:R:3 method="wB97M-V/def2-TZVPD" homo_ev=-0.962 homo_lumo_gap_ev=3.67 e_lumo_ev=2.7 fmax_ev_per_a=5.69 spin_multiplicity=1 charge=-2
Cs -0.90695 -0.59378 0.33321
I -5.52928 -4.74478 -2.20414
F 4.98276 5.05764 -3.99954
O -4.02147 -1.77329 0.02672
N -0.56432 3.04848 -0.70564
N -3.68291 1.51699 4.41430
N -3.19577 3.78419 -3.97609
N 0.14977 -1.86502 2.73867
N -0.77834 -4.06020 -2.37195
N -4.20844 -2.09240 4.94438
N -3.73849 -1.44569 -2.21471
N -2.83060 1.53777 2.31645
N -0.29048 4.40400 0.91365
N 2.26592 -6.99163 7.06866
N -2.42093 -1.14301 2.87608
N 1.02949 -4.12868 -3.63205
N -1.04025 2.40847 0.41883
N 2.09842 -0.10074 1.43020
N -2.80599 2.51553 4.34292
N 0.12317 -1.43040 -4.83560
N -1.81729 3.72981 -3.72691
N -0.89660 -1.12057 -2.84048
N 4.57851 -1.29018 0.90293
N -0.14341 4.24552 -0.38424
N -3.71552 0.93466 3.18385
N -1.26427 3.27700 2.73884
C 2.01068 -2.79379 3.93361
C 1.14921 -3.57557 4.79148
C -3.76294 -0.60188 3.13429
C 1.48093 -1.96146 2.90589
C -3.04603 -2.68052 4.60075
C -2.05584 -2.15362 3.68022
C -0.85842 3.30772 1.40787
C 3.18985 -6.11452 6.68091
C 3.14179 2.02214 0.52765
C -1.03380 4.77909 -5.76931
C -1.07599 4.87336 -4.24341
C 2.89351 -4.88425 6.04938
C 3.02737 0.43913 0.40850
C 1.02242 -6.46997 7.20858
C 4.33730 -0.10235 0.48518
C -0.29707 -0.08239 -4.81557
C -0.90227 0.06302 -3.58835
C 4.48712 4.34822 -2.93987
C 3.65951 -1.90696 1.63913
C 4.45926 2.92450 -2.98948
C -3.87362 -2.23850 -1.13748
C 4.20805 5.01714 -1.74533
C 2.39115 -1.26960 1.91942
C 3.83977 4.23707 -0.57764
C -0.27251 -5.28884 -2.30830
C 3.56724 2.86878 -0.70126
C -0.21844 -3.35206 4.62639
C 0.90664 -5.36144 -2.99888
C -0.25050 -2.00213 -3.63145
C -0.67330 -2.41374 3.68853
C -2.34082 2.48050 3.06345
C 1.55357 -4.50903 5.83233
C 0.65110 -5.27450 6.58911
C -4.55271 -0.99545 4.29224
C 0.38058 4.70949 -3.66098
C -1.74255 6.18675 -3.69897
C -3.75804 -3.67761 -1.38266
C -0.01318 -3.38817 -3.19945
C 3.93076 2.23834 -1.89598
H 4.65694 2.28804 -3.86125
H -0.27276 4.08760 -6.03239
H 3.06422 -2.74304 4.10232
H 0.92066 5.61846 -3.94626
H -2.54128 6.49249 -4.37350
H 4.26390 6.10969 -1.61581
H -0.09724 0.58547 -5.63360
H 3.91257 -2.90492 1.96774
H 3.52557 4.70376 0.35926
H -1.28976 0.94710 -3.16525
H 0.32518 -7.09409 7.74812
H -2.88098 -3.97574 -1.96280
H -1.03568 7.01885 -3.58110
H 0.90655 3.80324 -3.97725
H 3.84007 1.13200 -1.92541
H -1.71490 3.57655 -2.69960
H 2.16482 2.32759 0.85698
H 3.77782 2.34949 1.40332
H 1.60186 -6.18129 -3.13771
H 2.47066 0.20118 -0.54389
H -2.17717 6.04608 -2.72800
H -3.44328 -1.79277 -3.11514
H -0.89465 5.80617 -6.20086
H -5.37761 -0.37551 4.73598
H -0.73188 -6.04983 -1.65009
H 3.74609 -4.37596 5.57283
H 0.31510 4.69871 -2.59430
H -3.75455 -4.23954 -0.44016
H -2.85681 -3.59440 5.19633
H -4.26845 -0.68659 2.21200
H 5.20508 0.52155 0.16230
H 4.21437 -6.42408 6.86791
H 0.68188 -1.89091 -5.57394
H -0.95862 -3.83331 5.26518
H -0.34135 -4.89361 6.67094
H -3.54420 2.88673 -4.25165
H -1.04535 4.15494 3.21567
H -3.76406 -0.45571 -2.12104
H 1.81009 -3.85991 -4.23336
H -2.00811 4.39268 -6.22015
H -3.34121 4.54624 -4.69124


# 5
91
Properties=species:S:1:pos:R:3 method="wB97M-V/def2-TZVPD" homo_ev=-4.566 homo_lumo_gap_ev=6.93 e_lumo_ev=2.4 fmax_ev_per_a=0.56 spin_multiplicity=1 charge=-1
S 0.76405 1.26073 1.92548
O 3.93529 -0.18680 0.73226
O -0.06038 0.95450 0.71809
O -0.52065 -1.88922 -1.70889
O -1.82605 -3.12939 3.43653
N 1.08793 -2.86755 -2.98199
N -1.59772 -2.33813 1.25667
N 2.18033 -0.94944 -0.58934
N 0.94686 -1.85519 1.61927
N -0.71911 -1.76547 -3.95040
C -2.40241 2.36410 1.87868
C -5.42136 -2.46512 -0.44701
C 0.90347 -2.50201 3.90145
C 2.87596 -0.82047 0.53083
C 3.19690 3.94192 -1.27331
C 3.94711 -1.29070 -2.22484
C -3.19244 -3.38503 -0.22674
C 2.93474 3.39467 -0.02593
C 2.23389 -1.51761 1.72667
C -1.60409 3.73019 3.68161
C -2.54989 4.69832 3.37403
C -3.34714 3.33287 1.57077
C 2.64110 0.35753 -4.02978
C -3.72430 -0.82300 2.52912
C 1.40327 3.00973 1.92249
C -5.17631 -1.64300 0.64320
C 2.25608 -2.20100 4.00859
C 0.94871 4.78601 -1.37725
C 2.20843 4.64696 -1.94660
C 0.68768 4.24680 -0.12657
C -1.93544 -0.97645 -3.85164
C -1.51831 2.54972 2.94532
C 4.44963 -1.10611 -3.50799
C -0.05986 -2.13353 -2.81807
C 0.80115 0.86725 -2.42527
C 3.80952 -0.28030 -4.42056
C -3.42860 4.50115 2.31840
C -1.20016 -2.63350 2.47694
C -0.47559 1.52515 3.27649
C -3.94792 -1.65564 1.29766
C 2.93778 -1.69867 2.90930
C -2.14939 -4.39931 -0.61337
C -2.91043 -2.47659 0.81498
C 2.76069 -0.63025 -1.81874
C 1.68385 3.56063 0.56381
C 0.28251 -2.32512 2.67422
C 4.64021 -2.24277 -1.28908
C 2.10287 0.19478 -2.75601
C -4.43241 -3.35406 -0.85172
Li -0.01147 -1.16459 0.04239
H -2.59894 5.60927 3.95864
H -1.18288 -3.91383 -0.73222
H 4.17008 3.80170 -1.72824
H -5.95405 -0.97252 0.99867
H 0.40705 1.38485 -3.30148
H -1.75610 -0.02088 -3.35486
H -2.04295 -5.14574 0.17960
H 1.63392 -2.89148 -2.13169
H 3.98518 -1.43188 2.94229
H 5.17877 -1.69510 -0.51190
H 2.41231 5.06827 -2.92341
H 2.11219 0.99270 -4.73504
H -3.77741 -1.45597 3.41762
H 3.68946 2.80323 0.48404
H 5.34946 -2.86876 -1.83396
H -2.42241 -4.91207 -1.53813
H -2.31752 -0.79526 -4.85415
H 3.91642 -2.88286 -0.77670
H 0.91874 1.58384 -1.62156
H -6.37836 -2.43586 -0.95419
H 4.20593 -0.14443 -5.41999
H -2.33602 1.46595 1.28237
H -4.17055 5.25313 2.07965
H 0.16445 5.30711 -1.91304
H 0.69127 3.63628 2.45329
H 0.10527 1.79731 4.16047
H 2.32441 2.90476 2.49877
H 5.35701 -1.62832 -3.79569
H -4.02531 3.16632 0.74217
H 0.31677 -2.87896 4.72776
H -0.24253 -1.82387 -4.83059
H -0.92933 3.88931 4.51704
H 0.06397 0.14712 -2.07403
H -0.89878 0.52696 3.41355
H -0.29670 4.34616 0.31988
H -2.68182 -1.51630 -3.26831
H 2.77536 -2.35037 4.94773
H -2.72280 -0.38883 2.52571
H -4.62716 -4.04131 -1.67023
H 1.63962 -2.68275 -3.80639
H -4.46462 -0.02392 2.61241